Record 1
11
Properties=species:S:1:pos:R:3:forces:R:3 method="wB97M-V/def2-TZVPD" energy_ha=-528.2425 total_charge=0 lumo_ev=0.4 smiles="I/C=C/[C@H]1CO1"
C 0.6429 -0.6424 -0.4111 2.9 4.3 2.8
C 1.5534 0.2666 0.2918 -2.9 -3.7 -3.6
H -0.7174 0.6695 1.2770 0.4 0.4 1.5
I 3.5793 -0.1403 0.0792 0.0 0.2 0.2
H -1.4191 -1.0817 -1.1115 0.7 0.2 0.5
C -1.4227 0.3760 0.5591 -0.7 -0.9 -0.2
C -0.7815 -0.4052 -0.5106 -1.4 0.2 -0.1
H -2.4514 0.2087 0.8353 -0.2 0.0 0.1
H 0.9205 -1.4698 -0.9889 1.3 -1.2 -0.3
O -1.1795 0.9592 -0.6648 0.0 0.9 -1.2
H 1.2755 1.2594 0.6444 0.0 -0.5 0.1

=====

Record 2
74
Properties=species:S:1:pos:R:3:forces:R:3 method="wB97M-V/def2-TZVPD" energy_ha=-2505.2642 total_charge=-1 lumo_ev=1.9
C -4.9803 1.1804 -0.1793 -0.4 -0.2 0.2
H 5.3912 -4.2995 1.3451 -0.3 -0.1 -0.6
O -4.2476 -1.1387 0.4134 -1.1 -0.8 1.8
H -4.5506 0.7766 -2.1818 -0.2 0.1 0.0
H -4.6322 2.2234 -0.3916 -0.3 -0.5 0.2
H 7.3062 2.3948 -0.4544 -0.1 -0.1 -0.1
C 0.3084 1.8319 -0.3406 1.4 0.7 1.1
C -6.8071 -3.5602 0.1395 -0.5 0.7 0.5
H -7.5982 -2.8330 0.4344 0.5 -0.4 -0.3
H 5.0662 2.5044 -3.8968 0.0 0.0 0.0
H -0.1327 2.4676 -1.1353 0.2 -0.6 0.3
H -1.7726 -0.0152 -0.0434 -0.4 0.5 0.2
H 6.1817 -1.8491 1.2252 -0.6 -0.2 0.0
C 3.2852 0.0997 0.8089 1.0 -0.2 -0.7
H 3.5812 -2.6560 -0.2694 0.7 0.2 -0.2
H -7.3308 -4.4080 -0.3384 0.6 0.3 0.2
H 5.6881 -4.6420 -0.4101 -0.4 -0.2 0.6
H 6.7198 4.8604 -3.0351 0.0 -0.1 0.0
H -2.2263 2.2784 2.0365 0.1 -0.6 -0.4
Cl -5.6544 -5.7593 1.3383 -0.1 0.3 0.2
H -0.5779 3.3579 0.9172 0.3 -0.6 0.1
C 4.6762 -2.7404 -0.0954 0.0 -0.5 1.0
H 6.5970 3.9600 -0.8714 0.1 0.1 -0.1
H 0.1377 0.7697 -0.5807 -0.2 0.6 0.2
H 2.2171 2.3978 0.7163 -0.4 0.0 -0.5
C -1.6100 1.5320 1.4868 0.2 -0.2 -0.1
H -2.4802 1.5629 -0.5031 0.0 -0.5 0.3
H 5.1213 4.9737 -3.7992 0.1 0.2 0.0
C 5.0915 -1.7341 1.0272 0.2 0.3 -0.7
H -6.7360 -3.8717 2.3178 0.5 0.0 -0.4
H -7.1586 1.3816 -1.5486 0.3 -0.4 -0.1
C 7.0645 3.0618 -1.2784 0.1 0.0 0.1
C 6.0374 4.3837 -3.7319 -0.4 -0.3 -0.3
H 5.2507 -2.5264 -1.0157 -0.5 0.1 0.3
C -0.2936 2.2835 1.0370 -1.2 0.0 -0.4
S -6.4431 -0.9618 2.1291 -0.6 -0.6 0.2
O 5.7307 1.2209 -2.0140 0.2 0.2 -0.2
H -3.9607 -3.6519 0.9374 -0.5 0.7 0.1
N -5.1964 0.4470 -1.4769 -0.5 0.8 0.5
H 4.0317 -4.8521 0.2744 0.6 0.3 0.1
B -3.9177 0.2958 0.7514 0.1 1.8 -1.5
C -2.4046 0.8284 0.3346 0.8 -0.1 -0.1
C 4.9585 -4.2455 0.3232 0.1 0.8 -0.5
H -7.1267 -0.4330 -1.6584 0.2 0.7 0.1
C 6.1187 2.3605 -2.2176 -0.2 -0.3 -0.1
C -3.7619 -0.9075 2.6081 -0.7 0.3 -2.0
O -4.0486 0.4225 2.2395 0.7 -1.6 1.2
H -6.1544 -3.0047 -0.5690 -0.2 -0.6 0.4
H 6.5021 4.3414 -4.7192 0.1 0.2 0.0
H 0.4394 2.2599 1.8702 -0.2 -0.2 -0.6
C 4.8214 -0.2425 0.6407 -0.5 -0.4 0.1
Cl -3.8324 -1.3006 4.3731 -0.1 0.4 -0.5
H -2.7783 -1.2350 2.2002 -0.2 0.2 0.9
C -4.6982 -3.2227 1.6443 -0.5 -0.2 1.0
C -6.0577 -3.9497 1.4521 0.2 -0.1 -1.1
H 5.1323 -0.0548 -0.4163 -0.1 -0.2 1.1
H 7.9891 3.3223 -1.7965 0.0 0.1 0.0
H -5.9857 1.2636 0.2946 0.6 0.0 -0.2
H 4.5150 -1.9752 1.9438 0.5 0.0 -0.3
H 2.7809 -0.8512 1.0967 0.1 0.7 -0.2
H 3.4596 0.8979 -1.2851 -0.1 -0.4 0.6
H 3.1840 0.7945 1.6658 -0.2 -0.3 -0.5
H -4.3291 -3.4944 2.6629 -0.2 0.1 -0.6
H -6.6105 0.5361 -3.0481 -0.1 0.1 0.7
H -6.4683 -1.3594 3.4506 0.3 0.1 -0.9
H 5.4110 0.4323 1.3029 -0.2 -0.4 -0.5
C 1.8863 2.0380 -0.2789 -0.1 -0.6 -0.6
C -4.7756 -1.6729 1.6070 1.8 0.1 0.8
H 2.0156 -0.1052 -0.9278 0.3 0.7 0.0
C 2.6846 0.6888 -0.5267 -0.6 0.4 0.7
N 5.6964 3.0372 -3.3180 0.2 0.1 0.2
H 2.2027 2.8267 -1.0034 -0.2 -0.6 0.3
C -6.5856 0.5077 -1.9286 0.1 -0.5 -1.0
H -1.3569 0.7500 2.2389 -0.1 0.5 -0.4

=====

Record 3
56
Properties=species:S:1:pos:R:3:forces:R:3 method="wB97M-V/def2-TZVPD" energy_ha=-2173.4133 total_charge=-1 lumo_ev=2.6
H -1.2124 -0.8457 6.0348 -0.2 0.3 0.1
H -1.6918 -1.9631 -1.5388 -0.2 0.2 -0.4
Tl -0.0023 -0.0040 -0.0163 -0.6 0.8 -0.3
P -0.0913 0.1092 -2.6542 0.2 -0.3 1.1
H -2.1036 0.8463 -4.8289 0.0 -0.3 0.0
H -1.4557 -0.8152 -5.0317 -0.3 0.2 0.1
Cl -1.6790 2.0778 -0.3225 -0.7 1.1 -0.1
H -3.1771 -0.5542 -4.6525 0.1 0.1 -0.2
C 1.5168 -0.1027 5.6077 0.3 -0.1 -0.3
H -3.3303 -1.3759 -1.8133 0.2 -0.1 -0.1
H 1.6642 1.6020 -4.8212 -0.2 0.0 0.0
C -1.5402 0.0915 5.5601 0.0 0.0 -0.3
H -1.1101 0.9686 6.0667 -0.2 -0.3 0.1
O 0.0510 0.0976 2.3254 -0.2 0.0 2.3
C 0.7076 -2.4909 -3.3395 0.0 -0.2 0.2
H 3.2318 -0.1791 3.8422 0.0 0.0 0.0
H 2.1816 0.7416 5.8284 -0.1 -0.1 0.2
H -1.6974 -0.7934 0.1035 1.3 0.3 0.4
C 1.0694 -1.0185 -3.5454 -0.2 0.3 -0.6
C -2.3091 0.1829 3.1972 -0.4 0.1 -0.5
H 2.9289 0.1716 -3.4629 -0.2 -0.2 0.1
C 0.6092 1.8783 -4.6918 -0.1 0.5 -0.2
H -3.2414 0.2265 3.7634 0.0 0.0 -0.2
H 2.3053 0.7570 2.6053 0.1 -0.4 0.4
C 0.0066 0.0405 3.5780 -0.2 0.2 -2.1
H 0.7176 -2.7317 -2.2626 -0.1 0.0 -0.5
H 2.5141 -0.6937 -1.9388 0.1 0.0 -0.5
H 2.0438 -1.0412 5.8228 -0.1 0.2 0.2
H -2.6312 0.1530 5.6004 0.3 0.0 0.4
C -2.3682 -1.5675 -2.3093 0.0 -0.2 -0.1
H 0.6245 -0.0356 6.2096 0.2 0.0 0.2
C 2.3026 -0.1280 3.2734 0.6 -0.1 -0.9
H -0.0155 1.2219 -5.3096 0.2 0.1 0.1
H 1.4752 -3.1125 -3.8265 -0.2 0.1 0.1
C -2.1602 -0.1869 -4.4633 -0.5 -0.1 0.0
H 1.4072 1.1953 -0.0794 -0.6 -0.8 0.6
H -2.2134 1.0676 2.5569 -0.1 -0.2 0.1
C 0.2147 1.8422 -3.2187 -0.1 -0.3 -0.1
H 2.2178 -1.0094 2.6049 0.1 0.5 0.4
H -2.3114 -0.6905 2.5362 -0.1 0.2 0.0
H 2.1217 1.9945 -2.1113 -0.2 0.1 0.0
H 0.7454 2.8599 -1.3742 0.2 -0.2 -0.2
H 0.4774 2.9048 -5.0569 0.2 -0.1 -0.1
N -1.2218 0.0993 4.1480 0.3 0.0 0.7
H -2.3451 0.5802 -2.4227 0.2 -0.3 -0.3
H 1.5366 3.5144 -2.8196 -0.1 -0.1 0.0
H -0.7655 2.3193 -3.0592 0.2 -0.1 -0.1
C 2.4992 -0.7479 -3.0410 0.1 0.0 0.1
C 1.2224 2.5861 -2.3209 -0.1 0.1 -0.2
C -1.8658 -0.2584 -2.9647 0.2 0.2 -0.4
H 3.1514 -1.5858 -3.3341 -0.1 0.2 0.0
H -2.5286 -2.3553 -3.0576 0.1 0.2 0.0
N 1.1961 -0.0724 4.2023 -0.1 0.0 0.5
H 1.0011 -0.7667 -4.6141 0.2 -0.2 0.0
H -0.2654 -2.7542 -3.7733 0.2 0.1 0.1
Cl 1.4144 -2.0632 0.0356 0.9 -1.4 0.3

=====

Record 4
25
Properties=species:S:1:pos:R:3:forces:R:3 method="wB97M-V/def2-TZVPD" energy_ha=-618.1929 total_charge=0 lumo_ev=1.0 smiles=CCC(C)(C)P(C)C
H 1.1557 1.8415 -0.1616 0.1 -0.4 -0.1
C 2.7437 0.6904 0.6612 1.1 1.5 -0.9
H 1.1561 -0.7817 1.9420 -0.5 -1.0 -0.7
H -2.7415 1.9236 -0.3459 0.4 0.0 -0.6
H -3.1430 -0.1706 0.0796 -1.9 0.7 -2.4
H 2.4488 0.9926 1.6443 0.0 0.1 0.7
C 0.8257 -1.3366 1.0157 -0.3 0.2 1.4
H -1.9833 1.0599 -1.7196 0.2 0.1 0.8
H 0.1886 -0.7116 -2.3001 0.4 -0.4 1.6
H -1.1321 -1.2334 -1.4004 0.4 -0.5 0.8
C -0.0342 -1.1655 -1.2630 0.0 1.5 -2.1
H -0.0971 -1.9283 1.1633 0.4 0.2 0.6
C -1.7603 1.6868 -0.8205 -1.2 -1.4 0.8
H 2.0754 0.8959 -1.3609 -1.1 -0.6 1.2
C -2.5485 -0.5131 0.8295 1.8 0.6 2.0
H 1.5667 -2.0961 0.7438 0.2 0.4 -0.2
H -2.3236 -1.5420 0.6532 0.4 -0.7 -0.2
H 3.2102 -0.2780 0.6797 0.0 -0.5 0.0
P -1.0265 0.7279 0.7225 -0.2 -0.5 -1.2
H -3.1879 -0.4669 1.7327 0.9 0.3 -0.1
H 0.4564 -2.1315 -1.2044 -0.3 -0.3 -0.3
C 1.6160 0.8475 -0.3089 -1.4 -1.6 -1.1
H -1.3999 2.6229 -1.2121 0.9 0.3 0.4
H 3.4955 1.4131 0.2729 0.0 -0.4 0.7
C 0.4390 -0.3469 -0.0430 -0.3 2.4 -1.2

=====

Record 5
14
Properties=species:S:1:pos:R:3:forces:R:3 method="wB97M-V/def2-TZVPD" energy_ha=-726.1534 total_charge=0 lumo_ev=0.6
N 1.3047 -0.0481 0.1800 -1.0 0.4 2.7
H -1.3725 1.1553 -2.4466 -0.2 -0.9 0.4
H -1.4041 0.1826 2.3997 1.7 -0.8 -1.5
Cl -2.2589 -1.0329 -0.1897 0.3 1.4 -0.7
H -0.7960 -1.4767 1.9935 1.4 1.8 0.4
C -0.9383 0.2742 -0.4450 -1.2 -2.3 0.3
H 0.3605 0.0557 2.9178 -2.0 -2.1 -2.8
H 0.3352 1.4122 -1.6496 -2.9 -1.1 0.1
C 0.0695 0.0513 0.6261 1.5 -0.3 -3.0
N 1.8159 0.1178 -1.2123 0.3 -5.3 2.0
C -0.7459 0.8691 -1.6010 2.6 2.9 -0.3
H 2.7710 -0.3851 -0.9249 -2.1 1.7 -1.4
H 1.3001 -0.8015 -1.6580 1.3 2.9 0.6
C -0.4413 -0.3738 2.0101 0.5 1.7 3.0

=====

Record 6
10
Properties=species:S:1:pos:R:3:forces:R:3 method="wB97M-V/def2-TZVPD" energy_ha=-267.9266 total_charge=0 lumo_ev=-0.5 smiles="C1=CC=COC=1"
H -1.4055 1.5066 0.6205 0.0 0.1 0.1
C 0.9739 -0.9509 -0.6283 0.5 -0.2 -0.6
H -0.8082 -0.6079 2.3701 -0.1 -0.2 0.5
H 1.5773 -1.8528 -0.7370 -0.1 0.0 0.2
O 0.4104 -1.1356 0.6551 0.0 -0.4 0.7
C -0.7030 0.7058 0.4181 -0.5 -0.2 1.1
C -0.0475 0.8450 -0.9250 0.4 -0.1 -0.6
C -0.5286 -0.3186 1.3910 3.4 1.7 -8.4
C 0.9603 0.0563 -1.7733 -3.5 -0.6 7.0
H -0.4291 1.7521 -1.3912 -0.1 0.1 0.1

=====

For reference, frontier orbital gap by record: 9.026 6.249 6.196 9.403 9.855 8.883 eV.
For reference, HOMO by record: -8.67 -4.33 -3.60 -8.43 -9.30 -9.43 eV.